Entry 1:
Below is a molecular structure, C36H19Cl6F5N2O7STa in a non-equilibrium geometry, with properties calculated with wB97M-V/def2-TZVPD.

The geometry in XYZ format:
```
77
Properties=species:S:1:pos:R:3:lowdin_charge:R:1
Ta 0.19 0.58 0.78 1.8993
C -4.82 -5.75 -1.68 -0.0535
C -3.93 -4.78 -0.95 -0.2686
C -3.48 -3.61 -1.56 -0.0218
C -2.66 -2.73 -0.88 -0.0237
C -2.27 -3.03 0.41 -0.2769
C -2.69 -4.19 1.04 -0.0548
C -3.52 -5.06 0.36 -0.0364
S -1.34 -1.83 1.33 0.6168
O -2.08 -0.58 1.22 -0.2947
O -1.09 -2.36 2.63 -0.2698
N 0.03 -1.50 0.55 -0.2632
C 0.88 -2.45 0.02 -0.2342
C 0.84 -3.80 0.28 -0.0084
C 1.73 -4.69 -0.33 -0.0751
C 2.69 -4.25 -1.21 -0.0526
C 2.78 -2.87 -1.49 -0.1526
C 3.76 -2.32 -2.34 -0.0161
C 3.80 -0.97 -2.55 -0.0385
C 2.85 -0.16 -1.90 -0.0912
N 1.94 -0.63 -1.10 0.0908
C 1.88 -1.96 -0.88 -0.1558
H -5.24 -5.29 -2.57 0.0737
H -5.65 -6.07 -1.04 0.0780
H -4.27 -6.64 -1.97 0.0821
H -3.80 -3.38 -2.57 0.1154
H -2.32 -1.81 -1.35 0.1090
H -2.38 -4.37 2.06 0.1140
H -3.86 -5.97 0.84 0.1132
H 0.12 -4.18 1.00 0.0984
H 1.67 -5.74 -0.09 0.1036
H 3.39 -4.94 -1.66 0.1056
H 4.48 -2.98 -2.82 0.1133
H 4.55 -0.52 -3.19 0.1033
H 2.85 0.92 -2.05 0.1101
Cl -3.79 2.21 -4.53 0.6369
C -3.10 2.19 -2.95 -0.7150
C -3.51 3.10 -1.98 -0.7060
Cl -4.70 4.29 -2.37 0.6419
C -2.95 3.06 -0.70 -0.6033
Cl -3.40 4.22 0.49 0.6983
C -1.98 2.13 -0.38 -0.3911
O -1.35 2.05 0.77 -0.1692
C -1.55 1.22 -1.37 -0.3761
O -0.55 0.44 -1.02 -0.2387
C -2.11 1.25 -2.63 -0.6102
Cl -1.54 0.12 -3.80 0.6858
Cl 2.62 1.20 2.74 0.5387
C 2.08 -0.22 1.81 -0.6709
H 1.86 -0.98 2.56 0.0107
H 2.95 -0.54 1.24 0.0002
F -1.93 4.29 6.37 0.1057
C -1.54 3.40 5.45 -0.1481
C -1.89 2.07 5.58 -0.1461
F -2.65 1.69 6.62 0.1090
C -1.47 1.14 4.65 -0.1250
F -1.82 -0.14 4.82 0.1187
C -0.69 1.49 3.55 -0.2242
O -0.26 0.61 2.66 -0.2680
C -0.36 2.85 3.45 -0.1655
F 0.39 3.26 2.43 0.0846
C -0.76 3.79 4.38 -0.1404
F -0.40 5.07 4.26 0.1180
Cl 6.62 5.46 -2.25 0.6457
C 5.12 4.72 -1.79 -0.6739
C 3.94 5.18 -2.35 -0.1002
C 2.75 4.57 -1.99 -0.0028
C 2.75 3.52 -1.08 -0.1293
C 3.94 3.09 -0.51 -0.0134
C 5.14 3.69 -0.87 -0.0970
C 1.44 2.86 -0.74 -0.5212
O 0.41 3.21 -1.27 0.1193
O 1.54 1.89 0.14 -0.2481
H 3.95 5.99 -3.06 0.1023
H 1.80 4.89 -2.40 0.1231
H 3.91 2.28 0.21 0.1021
H 6.07 3.36 -0.43 0.1038
```

Calculated values
calculated total energy: -5735.432247 Eh
LUMO: 1.96 eV
Kohn-Sham gap: 0.263 hartree
total charge: -1
HOMO level: -0.191 hartree


Entry 2:
Below is a molecular structure, C36H19N8RuSTe in a non-equilibrium geometry, with properties calculated with wB97M-V/def2-TZVPD.

The geometry in XYZ format:
```
66
Properties=species:S:1:pos:R:3:lowdin_charge:R:1
Ru -0.02 0.10 -0.27 0.9060
C -6.57 0.00 0.48 -0.0709
C -6.58 0.64 -0.76 -0.0736
C -5.39 0.94 -1.42 -0.0057
C -4.21 0.59 -0.79 -0.0994
C -2.81 0.85 -1.14 -0.2571
N -2.02 0.38 -0.12 -0.0100
C -2.81 -0.16 0.87 -0.2617
N -2.40 -0.59 2.03 0.2133
C -1.13 -0.64 2.41 -0.2480
C -0.71 -0.72 3.80 -0.1040
C -1.42 -0.71 4.99 -0.0076
C -0.70 -0.71 6.17 -0.0740
C 0.71 -0.72 6.16 -0.0751
C 1.42 -0.73 4.97 -0.0082
C 0.69 -0.73 3.79 -0.1050
C 1.09 -0.66 2.40 -0.2466
N 2.36 -0.63 2.00 0.2132
C 2.76 -0.18 0.84 -0.2675
N 1.97 0.40 -0.12 -0.0176
C 2.75 0.83 -1.16 -0.2695
N 2.35 1.47 -2.22 0.2196
C 1.08 1.76 -2.50 -0.2507
N -0.03 1.19 -1.94 -0.0532
C -1.14 1.76 -2.49 -0.2494
N -2.41 1.49 -2.20 0.2190
C -0.74 2.75 -3.47 -0.1027
C -1.45 3.65 -4.24 -0.0046
C -0.74 4.54 -5.02 -0.0710
C 0.66 4.53 -5.03 -0.0718
C 1.38 3.64 -4.26 -0.0047
C 0.67 2.74 -3.48 -0.1029
C 4.15 0.53 -0.85 -0.0992
C 5.33 0.83 -1.50 -0.0044
C 6.51 0.48 -0.88 -0.0726
C 6.52 -0.17 0.35 -0.0706
C 5.34 -0.48 1.01 -0.0061
C 4.15 -0.11 0.40 -0.0981
N -0.02 -0.62 1.60 -0.0033
C -4.20 -0.04 0.46 -0.0973
C -5.39 -0.36 1.10 -0.0059
H -7.52 -0.21 0.97 0.1037
H -7.52 0.92 -1.21 0.1030
H -5.39 1.43 -2.38 0.1151
H -2.50 -0.69 4.99 0.1140
H -1.21 -0.70 7.12 0.1027
H 1.24 -0.72 7.10 0.1025
H 2.50 -0.73 4.96 0.1139
H -2.53 3.65 -4.22 0.1151
H -1.26 5.26 -5.64 0.1038
H 1.19 5.25 -5.66 0.1036
H 2.46 3.63 -4.26 0.1151
H 5.32 1.33 -2.46 0.1156
H 7.46 0.71 -1.36 0.1033
H 7.46 -0.43 0.81 0.1038
H 5.34 -0.99 1.97 0.1150
H -5.38 -0.86 2.06 0.1151
Te 0.14 -2.01 -1.99 0.8677
C 0.00 -3.81 -0.93 -1.0594
C 0.94 -4.40 -0.14 -0.2636
C 0.55 -5.68 0.33 -0.2053
C -0.69 -6.04 -0.11 -0.4377
S -1.39 -4.82 -1.08 0.9023
H 1.88 -3.92 0.10 0.0920
H 1.17 -6.31 0.96 0.0981
H -1.22 -6.95 0.09 0.0596
```

Calculated values
calculated total energy: -2582.524138 Eh
LUMO (alpha / beta): -1.62 / -2.66 eV
Kohn-Sham gap (alpha / beta): 0.191 / 0.141 hartree
total charge: 0
HOMO level (alpha / beta): -0.251 / -0.239 hartree
2S+1: 2


Entry 3:
Below is a molecular structure, C36H23AsAuClN3O4 in a non-equilibrium geometry, with properties calculated with wB97M-V/def2-TZVPD.

The geometry in XYZ format:
```
69
Properties=species:S:1:pos:R:3:lowdin_charge:R:1
Au 1.01 1.93 -0.33 1.0196
O -3.11 3.52 3.75 0.1505
C -3.72 3.31 2.61 -0.5132
O -4.91 3.42 2.48 0.0650
C -2.90 2.92 1.42 -0.0281
C -3.43 2.78 0.13 -0.5211
Cl -5.07 2.98 -0.24 0.9075
N -2.42 2.44 -0.72 -0.0305
N -1.28 2.33 -0.02 0.0154
C -1.53 2.61 1.26 -0.1334
C -0.46 2.44 2.29 -0.5835
O -0.64 2.84 3.44 0.0972
O 0.58 1.82 1.91 -0.1823
C -2.43 2.15 -2.11 -0.1839
C -3.59 2.22 -2.88 -0.0302
C -3.55 1.90 -4.23 -0.0515
C -2.37 1.51 -4.84 -0.0633
C -1.21 1.45 -4.08 -0.0700
C -1.24 1.76 -2.74 -0.0656
H -2.12 3.35 3.75 0.0740
H -4.53 2.52 -2.46 0.0408
H -4.46 1.96 -4.81 0.1167
H -2.35 1.27 -5.89 0.1133
H -0.28 1.17 -4.55 0.1127
H -0.32 1.71 -2.17 0.0231
C -4.28 -2.11 0.81 -0.0443
C -3.45 -2.13 1.92 -0.0483
C -2.18 -1.57 1.85 -0.0697
C -1.74 -1.03 0.65 -0.3351
C -2.58 -0.98 -0.45 -0.1055
C -3.85 -1.53 -0.37 -0.0528
As 0.11 -0.52 0.44 1.4495
C 1.05 -1.34 1.89 -0.2994
C 1.17 -0.89 3.19 -0.0680
C 1.87 -1.65 4.11 -0.0437
C 2.44 -2.85 3.73 -0.0392
C 2.33 -3.30 2.42 0.0000
C 1.65 -2.55 1.48 -0.1880
C 1.48 -2.88 0.06 -0.1957
C 1.97 -4.03 -0.57 0.0013
C 1.76 -4.22 -1.92 -0.0449
C 1.04 -3.29 -2.67 -0.0570
C 0.53 -2.15 -2.06 -0.0754
C 0.74 -1.96 -0.70 -0.3015
H -5.26 -2.56 0.87 0.1161
H -3.78 -2.58 2.84 0.1176
H -1.53 -1.59 2.72 0.1086
H -2.24 -0.54 -1.38 0.0925
H -4.51 -1.50 -1.22 0.1151
H 0.74 0.06 3.49 0.1025
H 1.98 -1.30 5.13 0.1166
H 2.98 -3.45 4.45 0.1162
H 2.79 -4.24 2.14 0.1150
H 2.51 -4.76 0.00 0.1153
H 2.16 -5.10 -2.40 0.1165
H 0.89 -3.45 -3.72 0.1127
H -0.02 -1.43 -2.64 0.0992
N 8.27 0.55 -0.32 0.1877
C 7.15 0.81 -0.35 -0.1775
C 5.77 1.10 -0.40 -0.2190
C 4.85 0.06 -0.37 -0.0011
C 3.50 0.35 -0.40 -0.1084
C 3.06 1.66 -0.46 -0.2262
C 3.97 2.69 -0.50 -0.0834
C 5.33 2.42 -0.47 -0.0044
H 5.19 -0.97 -0.34 0.1293
H 2.78 -0.47 -0.39 0.0574
H 3.65 3.72 -0.56 0.1084
H 6.04 3.23 -0.51 0.1316
```

Calculated values
calculated total energy: -4682.220976 Eh
LUMO (alpha / beta): -6.91 / -6.92 eV
Kohn-Sham gap (alpha / beta): 0.180 / 0.180 hartree
total charge: +1
HOMO level (alpha / beta): -0.434 / -0.434 hartree


Entry 4:
Below is a molecular structure, C36H24BCl3F2N7OTc in a non-equilibrium geometry, with properties calculated with wB97M-V/def2-TZVPD.

The geometry in XYZ format:
```
75
Properties=species:S:1:pos:R:3:lowdin_charge:R:1
Tc 0.10 0.76 -0.65 1.2426
C -3.83 -0.13 -2.16 -0.0607
C -2.46 0.04 -2.10 -0.0668
N -1.84 0.23 -0.93 -0.0251
C -2.60 0.15 0.21 -0.1706
C -3.97 -0.15 0.09 -0.0571
N -4.58 -0.24 -1.06 0.1069
C -1.89 0.45 1.42 -0.2130
C -2.53 0.84 2.59 0.0603
C -1.80 1.26 3.70 -0.1193
C -0.41 1.11 3.62 0.0668
C 0.18 0.66 2.45 -0.1998
N -0.52 0.42 1.31 -0.0236
C 1.56 0.21 2.47 -0.1569
C 2.05 -0.53 3.50 -0.0382
N 3.30 -1.08 3.44 0.1095
C 3.80 -1.30 2.30 -0.0480
C 3.04 -0.94 1.03 -0.1608
N 2.36 0.32 1.30 0.1161
C -2.46 1.81 4.88 -0.1682
C -3.70 2.44 4.79 -0.0008
C -4.28 2.94 5.95 -0.1243
N -3.71 2.85 7.13 0.0734
C -2.53 2.26 7.23 -0.1234
C -1.86 1.73 6.14 -0.0005
H -4.36 -0.17 -3.10 0.1213
H -1.85 0.05 -3.00 0.0933
H -4.57 -0.32 0.97 0.1248
H -3.61 0.85 2.60 0.1155
H 0.23 1.37 4.45 0.1259
H 1.49 -0.72 4.40 0.1303
H 4.80 -1.70 2.23 0.1314
H 3.75 -0.79 0.21 0.1658
H -4.20 2.57 3.85 0.1099
H -5.24 3.43 5.93 0.1134
H -2.11 2.21 8.23 0.1136
H -0.91 1.25 6.28 0.1068
Cl -3.70 5.86 -3.72 0.7111
C -2.58 4.63 -3.37 -0.6873
C -2.11 4.47 -2.06 -0.1169
C -1.25 3.43 -1.79 -0.5393
Cl -0.76 3.07 -0.18 0.8725
C -0.76 2.55 -2.78 -0.4768
O 0.05 1.59 -2.48 -0.2770
C -1.28 2.73 -4.08 -0.5754
Cl -0.85 1.59 -5.29 0.8006
C -2.18 3.74 -4.37 -0.1168
H -2.43 5.15 -1.29 0.1102
H -2.58 3.83 -5.37 0.1111
C 2.93 -4.24 0.26 -0.0560
C 3.07 -3.94 -1.13 -0.0106
C 2.55 -2.81 -1.67 0.0106
C 1.83 -1.86 -0.89 -0.2009
C 1.95 -2.00 0.61 -0.1595
C 2.37 -3.35 1.09 -0.0217
N 1.18 -0.84 -1.40 -0.0091
C 1.40 -0.64 -2.80 -0.3410
C 2.51 0.12 -3.18 -0.0325
C 2.78 0.31 -4.52 -0.0544
C 1.98 -0.27 -5.49 -0.0965
C 0.88 -1.03 -5.11 -0.1199
C 0.59 -1.22 -3.77 -0.0597
H 3.27 -5.20 0.62 0.1159
H 3.57 -4.65 -1.77 0.1201
H 2.63 -2.63 -2.73 0.1190
H 1.01 -1.70 1.09 0.1446
H 2.23 -3.55 2.14 0.1231
H 3.14 0.56 -2.43 0.1061
H 3.63 0.91 -4.81 0.1138
H 2.20 -0.13 -6.53 0.1100
H 0.25 -1.48 -5.86 0.1095
H -0.25 -1.82 -3.46 0.1188
F 3.53 1.60 -0.32 0.2639
B 2.69 1.54 0.69 -0.8230
F 2.12 2.68 1.05 0.2429
```

Calculated values
calculated total energy: -3530.672426 Eh
LUMO (alpha / beta): -3.94 / -3.95 eV
Kohn-Sham gap (alpha / beta): 0.227 / 0.216 hartree
total charge: +1
HOMO level (alpha / beta): -0.371 / -0.361 hartree
2S+1: 2


Entry 5:
Below is a molecular structure, C36H24Br2FN4O7P2ReS2 in a non-equilibrium geometry, with properties calculated with wB97M-V/def2-TZVPD.

The geometry in XYZ format:
```
79
Properties=species:S:1:pos:R:3:lowdin_charge:R:1
Re 0.18 0.23 0.07 1.6666
S -2.47 -2.08 6.29 1.0780
C -3.70 -3.24 6.05 -0.3957
C -3.86 -3.52 4.73 -0.1695
C -2.97 -2.79 3.91 -0.1215
C -2.15 -1.96 4.61 -0.4896
C -1.09 -1.06 4.10 -0.1752
C -1.01 -0.84 2.71 -0.0372
N -0.07 -0.11 2.14 -0.0260
C 0.85 0.49 2.95 -0.1540
C 0.81 0.40 4.35 -0.1273
C 1.78 1.14 5.08 -0.0122
C 2.67 1.93 4.42 0.0031
C 2.69 2.02 3.00 -0.1158
C 3.53 2.94 2.27 0.0539
C 3.53 2.96 0.93 -0.1469
C 2.77 1.91 0.18 -0.3048
N 1.76 1.21 0.90 -0.0894
C 1.82 1.24 2.28 -0.1715
C 4.28 3.94 0.13 -0.4613
C 5.09 4.95 0.57 -0.1110
C 5.63 5.73 -0.48 -0.1688
C 5.23 5.30 -1.71 -0.4005
S 4.20 3.95 -1.59 1.0795
C -0.18 -0.42 4.90 0.0558
H -4.23 -3.64 6.89 0.0749
H -4.59 -4.23 4.36 0.1078
H -2.93 -2.90 2.83 0.0997
H -1.76 -1.26 2.06 0.0981
H 1.77 1.09 6.17 0.1197
H 3.38 2.53 4.98 0.1232
H 4.10 3.67 2.83 0.1258
H 2.33 2.33 -0.72 0.1034
H 5.29 5.14 1.62 0.1119
H 6.29 6.57 -0.33 0.1084
H 5.49 5.70 -2.68 0.0712
H -0.23 -0.52 5.98 0.1150
Br -6.56 -0.93 -0.49 0.8498
C -4.72 -0.61 -0.49 -0.6707
C -4.22 0.66 -0.66 -0.0553
C -2.85 0.84 -0.59 -0.0549
N -1.98 -0.16 -0.39 0.0106
C -2.48 -1.40 -0.32 -0.2113
C -3.84 -1.67 -0.33 -0.0421
C -1.47 -2.47 -0.22 -0.2038
C -1.82 -3.79 -0.41 -0.0376
C -0.83 -4.76 -0.28 -0.6674
Br -1.26 -6.56 -0.50 0.8504
C 0.45 -4.37 0.04 -0.0594
C 0.71 -3.02 0.19 -0.0691
N -0.22 -2.06 0.06 0.0276
H -4.87 1.51 -0.82 0.1211
H -2.44 1.83 -0.70 0.1027
H -4.21 -2.67 -0.22 0.1103
H -2.82 -4.08 -0.67 0.1110
H 1.25 -5.09 0.15 0.1195
H 1.71 -2.69 0.43 0.1074
O 4.46 -0.99 -1.64 -0.0209
P 3.21 -0.18 -1.19 0.3590
O 3.81 0.92 -0.28 -0.0836
O 2.14 -0.99 -0.52 -0.3452
O 2.62 0.59 -2.43 -0.2224
P 1.21 0.01 -3.09 0.2370
O 0.92 1.09 -4.21 -0.0797
O 1.43 -1.36 -3.57 -0.2490
O 0.18 0.31 -2.00 -0.4144
H 4.25 -1.79 -2.15 0.1203
H 1.33 0.87 -5.05 0.1031
F -1.13 6.26 0.54 0.0768
C -0.94 4.93 0.43 -0.2773
C -0.54 4.41 -0.79 0.0133
C -0.33 3.04 -0.89 -0.1089
C -0.50 2.20 0.22 -0.3251
C -0.94 2.77 1.42 -0.0934
C -1.16 4.13 1.53 0.0103
H -0.40 5.07 -1.64 0.1274
H -0.04 2.64 -1.85 0.0934
H -1.11 2.16 2.29 0.0983
H -1.51 4.58 2.45 0.1250
```

Calculated values
calculated total energy: -8937.384634 Eh
LUMO (alpha / beta): -3.81 / -4.07 eV
Kohn-Sham gap (alpha / beta): 0.218 / 0.211 hartree
total charge: +1
HOMO level (alpha / beta): -0.358 / -0.361 hartree
2S+1: 2


Entry 6:
Below is a molecular structure, C36H24Cl3F5N6O3S3Sn in a non-equilibrium geometry, with properties calculated with wB97M-V/def2-TZVPD.

The geometry in XYZ format:
```
81
Properties=species:S:1:pos:R:3:lowdin_charge:R:1
Sn 0.71 0.08 -0.37 1.0975
C -1.16 -1.42 -4.54 -0.0481
N -1.25 0.01 -4.38 -0.1249
C -2.39 0.76 -4.50 -0.0549
C -2.10 2.02 -4.16 -0.0576
N -0.76 2.06 -3.77 0.0162
C -0.23 0.79 -3.93 -0.7716
S 1.36 0.30 -3.91 0.5965
C -0.18 3.15 -3.09 -0.2687
C -0.76 4.41 -3.17 -0.0049
C -0.17 5.45 -2.47 -0.0712
C 0.99 5.21 -1.75 -0.0720
C 1.49 3.92 -1.75 -0.1404
N 0.92 2.91 -2.40 0.1207
H -2.06 -1.77 -5.06 0.0859
H -1.08 -1.90 -3.57 0.0628
H -0.26 -1.66 -5.12 0.0640
H -3.32 0.33 -4.82 0.1201
H -2.75 2.88 -4.11 0.0996
H -1.68 4.58 -3.71 0.0979
H -0.61 6.43 -2.49 0.1035
H 1.47 5.99 -1.18 0.0992
H 2.39 3.66 -1.20 0.1042
Cl 3.62 0.66 -0.68 0.6529
C 4.67 -0.70 -0.44 -0.6517
C 6.02 -0.45 -0.37 -0.1424
C 6.92 -1.50 -0.24 -0.1281
C 6.43 -2.80 -0.21 -0.1554
C 5.07 -3.03 -0.26 -0.7029
Cl 4.53 -4.67 -0.26 0.6068
C 4.11 -1.99 -0.35 -0.7583
S 2.42 -2.32 -0.35 0.4883
H 6.38 0.57 -0.43 0.0923
H 7.98 -1.31 -0.19 0.0859
H 7.11 -3.64 -0.14 0.0874
O -0.88 -2.07 -1.42 -0.6303
S -1.32 -2.43 -0.04 0.8986
C -3.08 -2.95 -0.25 -0.2845
C -3.13 -4.45 -0.54 -0.2334
C -1.71 -4.91 -0.87 -0.2568
C -0.82 -4.19 0.11 -0.2984
H -3.48 -2.33 -1.05 0.0790
H -3.57 -2.67 0.68 0.0826
H -3.82 -4.67 -1.36 0.1031
H -3.49 -4.99 0.35 0.1036
H -1.45 -4.57 -1.88 0.1044
H -1.62 -5.99 -0.84 0.1051
H 0.25 -4.25 -0.12 0.0566
H -1.01 -4.47 1.15 0.0992
Cl 0.44 -2.01 8.34 0.6038
C 0.10 -1.67 6.66 -0.6828
C 1.12 -1.81 5.73 -0.1087
C 0.84 -1.54 4.40 -0.0051
C -0.44 -1.15 4.01 -0.1159
C -1.44 -1.03 4.97 -0.0194
C -1.18 -1.28 6.30 -0.1176
C -0.77 -0.87 2.55 -0.6432
O -1.96 -0.85 2.23 -0.0320
O 0.26 -0.71 1.81 -0.2413
H 2.10 -2.11 6.05 0.0978
H 1.60 -1.63 3.64 0.1214
H -2.42 -0.73 4.63 0.1149
H -1.95 -1.18 7.06 0.0943
N -1.68 0.73 -0.80 0.1048
C -2.82 0.92 -0.88 -0.1801
C -4.19 1.15 -1.02 -0.2891
C -5.12 0.16 -0.69 -0.2723
N -5.92 -0.65 -0.45 0.1003
C -4.64 2.38 -1.53 -0.2784
N -5.02 3.37 -1.99 0.0918
F 2.69 1.42 2.23 0.0257
C 1.69 2.33 2.12 -0.2712
C 0.80 2.23 1.07 -0.1018
C -0.15 3.24 1.06 -0.2688
F -1.08 3.28 0.08 0.0456
C -0.20 4.28 1.97 -0.1574
F -1.12 5.26 1.86 0.0783
C 0.73 4.33 2.99 -0.1550
F 0.71 5.35 3.88 0.0838
C 1.69 3.34 3.07 -0.1550
F 2.62 3.41 4.05 0.0757
```

Calculated values
calculated total energy: -5229.366391 Eh
LUMO: 3.89 eV
Kohn-Sham gap: 0.224 hartree
total charge: -2
HOMO level: -0.081 hartree


The lowest total charge belongs to which entry? C36H24Cl3F5N6O3S3Sn


Among the records above, which one has the highest calculated total energy? C36H19N8RuSTe


calculated total energy of number 3 (C36H23AsAuClN3O4)? -4682.220976 Eh


Which value of calculated total energy does entry 1 give? -5735.432247 Eh